# 1
Here is a molecular structure, C33H31F4MoN6O5S4 at a distorted geometry from the Open Molecules 2025 dataset. Energies are from the ωB97M-V functional and the def2-TZVPD basis.

Last column: Mulliken spin population.
Positions of all 84 atoms, in Å:
Mo -1.02592 -0.37095 -0.07013  2.208
C -1.03871 6.28924 -3.21424  0.001
C -0.77191 6.45677 -1.71717  -0.003
C -1.78588 7.43617 -1.12888  0.000
C -1.65462 7.50696 0.38532  0.000
C -1.90330 6.13810 0.93692  -0.002
C -2.52158 5.95419 2.15603  0.006
C -2.75750 4.67086 2.64012  0.001
F -3.35569 4.53327 3.82951  0.000
C -2.38144 3.55694 1.93261  0.007
C -1.73490 3.72593 0.70406  0.013
C -1.24065 2.56079 0.00552  0.004
O -1.48443 1.39790 0.42999  -0.027
C -0.37623 2.81793 -1.10136  0.036
C -0.22164 4.10160 -1.56008  0.003
N -0.84344 5.15985 -1.02469  0.019
C -1.50564 5.01898 0.18315  0.007
C 0.44241 1.71359 -1.66266  -0.020
O 1.51805 1.96975 -2.22588  0.020
O 0.05317 0.51172 -1.47691  -0.023
H -1.14344 7.26998 -3.67065  0.000
H -1.96243 5.73836 -3.37411  0.000
H -0.23139 5.77655 -3.72705  0.000
H 0.24165 6.85269 -1.56938  0.000
H -2.79571 7.10860 -1.38298  0.000
H -1.62695 8.41857 -1.57259  0.000
H -2.36829 8.21726 0.80143  0.000
H -0.65300 7.84797 0.66110  0.000
H -2.82675 6.80335 2.74567  0.000
H -2.55837 2.56124 2.30946  -0.002
H 0.44009 4.27002 -2.39673  0.000
S 1.57884 -0.56501 0.85147  -0.015
C 2.61729 -0.92581 -0.41550  0.008
N 2.93815 -0.15326 -1.42708  0.005
C 3.88783 -0.65277 -2.39219  0.000
C 4.60470 -1.84845 -1.76631  0.000
S 3.51702 -2.42945 -0.41614  0.002
H 2.42439 0.72039 -1.69788  0.001
H 4.59468 0.14367 -2.63640  0.000
H 3.35249 -0.93065 -3.30762  0.000
H 5.55436 -1.56526 -1.31075  0.000
H 4.75932 -2.66461 -2.46605  0.000
N 4.08529 -9.61646 -0.83542  0.001
C 3.46697 -8.68734 -1.09164  0.000
C 2.69498 -7.52302 -1.33333  0.001
C 1.92895 -7.01314 -0.28381  0.000
C 1.19259 -5.86167 -0.45795  0.001
C 1.24571 -5.17675 -1.67093  -0.001
C 1.98189 -5.70347 -2.73000  0.000
C 2.69869 -6.87384 -2.56728  0.000
N 0.58062 -3.94292 -1.80042  0.005
C 0.22278 -3.28811 -2.94913  0.002
C -0.33054 -2.10404 -2.56746  0.024
N -0.31709 -2.01980 -1.20354  -0.102
C 0.23861 -3.13720 -0.77675  0.006
H 1.92631 -7.52740 0.66455  0.000
H 0.57899 -5.49914 0.35057  -0.001
H 2.01603 -5.18991 -3.67805  0.000
H 3.27003 -7.27677 -3.39072  0.000
H 0.35211 -3.70237 -3.92743  -0.001
H -0.72764 -1.31407 -3.17838  -0.001
H 0.43723 -3.35059 0.25696  0.012
S -0.24055 0.79385 3.04522  0.023
C 0.14131 -0.46089 4.03271  -0.007
N 0.48654 -0.33376 5.31738  0.001
C 0.99382 -1.49663 6.00963  0.000
C 0.41697 -2.70463 5.28143  0.000
S 0.14431 -2.14701 3.55494  -0.004
H 0.60311 0.58893 5.70833  0.001
H 0.67935 -1.47773 7.05557  0.000
H 2.09098 -1.50416 5.97253  0.000
H -0.54901 -3.00354 5.68583  0.000
H 1.08924 -3.55766 5.26930  0.000
C -3.33303 -3.40907 2.01552  -0.005
O -2.20186 -3.09760 1.17925  0.004
C -1.89112 -1.84472 1.00632  -0.190
O -2.44055 -0.88541 1.55582  0.046
H -3.84820 -4.24763 1.55099  0.000
H -3.99033 -2.54093 2.07330  0.000
H -2.97999 -3.68142 3.01007  0.000
F -3.89135 0.11689 -0.63793  0.006
C -2.78451 -0.34044 -1.26075  -0.085
F -3.14068 -1.55609 -1.75927  0.006
F -2.65159 0.45468 -2.35699  0.006

Summary:
Calculated total energy = -4041.19664 Ha
Total charge = +1
Spin multiplicity = 3
Largest force on an atom = 2.78 eV/A
LUMO level (alpha / beta) = -0.1012 / -0.1206 Ha
Frontier orbital gap (alpha / beta) = 0.273 / 0.266 Ha

---

# 2
Here is a molecular structure, C36H33Cl3CoN6O2S3 from the Open Molecules 2025 dataset. Energies are from the ωB97M-V functional and the def2-TZVPD basis.

Last column: Mulliken spin population.
Positions of all 84 atoms, in Å:
Co -0.30487 -1.26839 -1.72906  0.984
C -2.39444 -3.96266 -4.25130  0.017
C -1.88944 -2.91036 -3.33109  -0.052
N -0.73779 -2.86343 -2.75718  -0.098
N 0.12209 -3.92904 -2.68257  0.005
C 0.59315 -4.18017 -1.42612  -0.006
N 1.44703 -5.18824 -1.30031  0.001
S 0.07144 -3.25873 -0.10530  0.085
C -2.72398 -1.76674 -2.87988  -0.011
C -4.11769 -1.70220 -2.97801  0.376
C -4.81636 -0.88595 -2.04337  -0.102
C -4.14294 0.00092 -1.27470  0.325
C -2.69639 0.24806 -1.56996  -0.057
N -2.05784 -0.94073 -2.09217  0.390
H -1.62670 -4.67559 -4.53704  -0.001
H -2.77324 -3.48914 -5.15882  -0.002
H -3.22301 -4.51242 -3.80042  -0.002
H 0.29625 -4.52225 -3.48080  0.000
H 1.68730 -5.80746 -2.05845  -0.001
H 1.79045 -5.41165 -0.37973  0.000
H -4.65967 -2.35543 -3.64658  0.011
H -5.88236 -1.02471 -1.92576  -0.004
H -4.64292 0.58464 -0.51293  0.028
H -2.66229 1.01722 -2.36381  0.107
Cl -2.42594 -2.05321 5.04247  0.000
C -2.33452 -0.57653 4.16689  -0.001
C -3.49286 0.13978 3.88959  -0.005
C -3.39811 1.33035 3.19210  0.015
C -2.16890 1.82971 2.75821  -0.014
C -2.12612 3.12575 1.98586  0.011
C -2.65317 2.95004 0.55231  -0.020
N -1.75832 2.21357 -0.32524  0.238
C -0.54667 2.65539 -0.74550  0.249
C 0.23373 1.56020 -1.08739  0.097
N -0.40031 0.41655 -0.83997  0.307
C -1.76788 0.75810 -0.42904  -0.044
O -2.98714 4.08538 2.59434  0.004
C -2.38313 5.25696 3.08139  0.022
C -1.72291 5.02974 4.42026  0.068
C -0.56437 5.71950 4.88894  0.354
Cl 0.29801 6.85113 4.04429  0.151
S -0.10581 5.28701 6.50211  -0.059
C -1.40917 4.20345 6.56220  0.335
C -2.18360 4.16821 5.38720  0.099
C -1.03093 1.08758 3.05433  -0.001
Cl 0.54725 1.64257 2.55382  0.004
C -1.09786 -0.10875 3.75228  -0.003
H -4.45247 -0.23435 4.21833  0.000
H -4.29591 1.90381 2.99195  0.001
H -1.09407 3.48513 1.94760  0.003
H -2.85295 3.93363 0.12594  0.007
H -3.59794 2.40781 0.59536  -0.005
H -0.30576 3.70460 -0.80394  0.013
H 1.24014 1.58584 -1.48031  0.060
H -2.04865 0.28742 0.51929  0.031
H -3.19327 5.97631 3.22479  0.010
H -1.67872 5.69471 2.36754  -0.002
H -1.58363 3.62518 7.45976  0.013
H -3.05075 3.53533 5.26699  0.007
H -0.19985 -0.66597 3.97857  0.000
O 1.62657 -1.35149 -1.98853  0.064
S 2.67946 -1.12923 -0.88944  0.000
C 3.71909 0.15011 -1.54681  0.000
C 4.50681 0.84734 -0.64001  -0.001
C 5.36179 1.83001 -1.11687  0.000
C 5.40885 2.10757 -2.47658  0.000
C 4.60159 1.41102 -3.36844  -0.001
C 3.74487 0.42280 -2.90765  -0.002
C 3.73930 -2.54373 -0.99701  -0.003
C 4.21278 -2.99509 -2.22337  0.000
C 5.06841 -4.08229 -2.24265  0.000
C 5.44972 -4.69418 -1.05063  0.000
C 4.96556 -4.23468 0.16560  -0.001
C 4.09591 -3.15127 0.19797  0.003
H 4.46609 0.61179 0.41700  0.000
H 5.98995 2.37868 -0.42865  0.000
H 6.07606 2.87526 -2.84421  0.000
H 4.64550 1.63408 -4.42576  0.000
H 3.09726 -0.11716 -3.58520  -0.001
H 3.92713 -2.50025 -3.14287  0.000
H 5.45564 -4.44613 -3.18495  0.000
H 6.13569 -5.53032 -1.07326  0.000
H 5.26718 -4.71189 1.08790  0.000
H 3.69555 -2.78845 1.13646  0.000

Summary:
Calculated total energy = -5827.59205 Ha
Total charge = +3
Spin multiplicity = 5
Largest force on an atom = 0.72 eV/A
LUMO level (alpha / beta) = -0.2814 / -0.3936 Ha
Relative energy (zero: lowest compared OMol25 entry of this formula, charge and spin) = 2.9458 eV
Frontier orbital gap (alpha / beta) = 0.253 / 0.175 Ha

---

# 3
Here is 5 unconnected molecules or ions with the total composition C3H16NO4 at a distorted geometry from the Open Molecules 2025 dataset. Energies are from the ωB97M-V functional and the def2-TZVPD basis.

Last column: natural (NBO) charge in e.
Positions of all 24 atoms, in Å:
C 2.83903 1.33552 -0.16382  -0.651
C 1.74978 0.44951 0.37245  -0.278
C 1.27805 -0.60014 -0.37199  -0.249
N 0.17224 -1.40257 0.14638  -0.789
H 3.27515 1.94925 0.62399  0.213
H 3.65418 0.77663 -0.63551  0.206
H 2.43497 2.00789 -0.92955  0.212
H 1.37653 0.70580 1.35625  0.193
H 1.62816 -0.75995 -1.33656  0.202
H -0.73150 -1.25590 -0.34699  0.425
H 0.43792 -2.37893 0.00215  0.395
H 0.03784 -1.36066 1.15857  0.458
H -2.31805 3.40795 1.52775  0.452
H -1.54525 3.86475 0.32841  0.458
O -1.84887 3.05779 0.75685  -1.012
H -0.10548 -0.97266 3.74160  0.475
H -0.58945 0.03812 2.70772  0.431
O -0.44842 -0.91711 2.84140  -1.065
H -0.73178 -3.68310 -2.73529  0.466
H -1.88367 -2.71218 -3.15505  0.480
O -1.11040 -2.81620 -2.58872  -0.967
H -2.27078 1.01329 -1.55866  0.477
H -2.99060 0.13977 -0.53123  0.458
O -2.30957 0.11313 -1.21018  -0.993

Summary:
Calculated total energy = -479.45708 Ha
Spin multiplicity = 2
Largest force on an atom = 3.31 eV/A
LUMO level (alpha / beta) = 0.0248 / 0.0193 Ha
Relative energy (zero: lowest compared OMol25 entry of this formula, charge and spin) = 2.1286 eV
Frontier orbital gap (alpha / beta) = 0.114 / 0.346 Ha

---

# 4
Here is C7H14 in the gas phase at a distorted geometry from the Open Molecules 2025 dataset. Energies are from the ωB97M-V functional and the def2-TZVPD basis.

Last column: natural (NBO) charge in e.
Positions of all 21 atoms, in Å:
C 0.65595 1.80894 -0.99170  -0.610
C 0.38305 0.33205 -1.26261  -0.392
C -0.57511 -0.30216 -0.26861  -0.049
C -1.98236 0.32274 -0.32437  -0.603
C -0.41084 -1.75734 0.06043  -0.477
C -0.10133 -0.71924 1.12634  -0.211
C 1.43675 -0.67803 1.56614  -0.641
H 1.46096 2.17959 -1.63317  0.211
H -0.22847 2.43054 -1.17344  0.203
H 0.95380 1.95548 0.05287  0.202
H -0.00966 0.20910 -2.28498  0.204
H 1.31339 -0.24342 -1.23308  0.205
H -2.42219 0.30815 -1.33318  0.209
H -1.93276 1.38287 -0.03607  0.212
H -2.70568 -0.15499 0.34643  0.213
H -1.24636 -2.46045 0.03803  0.220
H 0.62708 -2.03536 0.27961  0.251
H -0.76455 -0.62652 1.97724  0.214
H 1.79625 0.34843 1.49521  0.213
H 2.19189 -1.27326 0.99786  0.208
H 1.56019 -1.02712 2.60106  0.218

Summary:
Calculated total energy = -275.03880 Ha
SMILES string = CC[C@@]1(C)C[C@H]1C
Largest force on an atom = 3.16 eV/A
LUMO level = 0.0410 Ha
Relative energy (zero: lowest compared OMol25 entry of this formula, charge and spin) = 2.1075 eV
Frontier orbital gap = 0.386 Ha

---

# 5
Here is C25H25ClFO2PS in the gas phase at a distorted geometry from the Open Molecules 2025 dataset. Energies are from the ωB97M-V functional and the def2-TZVPD basis.

Last column: natural (NBO) charge in e.
Positions of all 56 atoms, in Å:
C 0.05442 6.37140 3.03666  -0.320
C 0.55781 5.53315 2.00225  -0.045
C 1.06998 4.41656 0.86883  -0.452
C 0.11103 4.40366 -0.48371  -0.403
C 0.61645 3.32968 -1.63274  -0.453
C 0.71534 1.76359 -1.05351  0.032
C 2.21495 1.20561 -0.56631  -0.198
C 2.43969 -0.32871 0.06015  -0.043
C 3.97532 -0.72184 0.47372  0.171
F 4.29408 -2.16681 0.42406  -0.378
C 5.04887 0.01069 -0.57929  -0.438
C 6.47074 -0.80656 -0.69867  -0.633
C 1.10944 -1.27645 0.19612  0.071
C 1.22003 -2.79066 0.84957  -0.463
C 1.52920 -3.96290 -0.28088  -0.434
C 1.95880 -5.35036 0.48777  -0.364
Cl 3.81005 -5.40624 0.83531  -0.103
C -0.39420 -0.79148 -0.29939  -0.104
C -0.57165 0.74523 -0.93574  -0.093
C -2.08267 1.23703 -1.45530  0.516
O -2.28901 2.16872 -2.39182  -0.541
C -3.46446 0.52203 -0.84134  -0.080
C -4.93488 1.30949 -0.91741  -0.183
C -6.25109 0.49806 -0.31166  -0.181
C -6.08477 -1.03599 0.33204  -0.359
P -7.70721 -1.89354 0.96437  0.792
S -8.41387 -1.11855 2.60261  -0.558
C -4.61047 -1.77995 0.38601  -0.151
C -3.27143 -0.98196 -0.21856  -0.093
C -1.75934 -1.69689 -0.23898  0.509
O -1.79394 -3.05759 -0.24481  -0.549
H -0.41024 6.85812 4.02267  0.291
H 1.01591 3.37583 1.41059  0.251
H 2.18138 4.68200 0.60488  0.235
H 0.14516 5.52131 -0.89993  0.230
H -0.98994 4.23685 -0.11796  0.231
H 1.72800 3.65339 -1.91168  0.217
H 0.00138 3.40427 -2.63260  0.276
H 3.09027 1.99310 -0.68085  0.241
H 4.29392 -0.32933 1.54728  0.205
H 5.16105 1.16251 -0.38387  0.217
H 4.52627 -0.08533 -1.64650  0.217
H 7.17868 -0.25470 -1.46343  0.224
H 6.26723 -1.87989 -1.18025  0.233
H 6.95498 -0.99865 0.35032  0.221
H 2.11484 -2.74540 1.63799  0.239
H 0.26508 -3.08099 1.50363  0.245
H 2.36352 -3.56494 -1.02309  0.236
H 0.55522 -4.09143 -0.95525  0.246
H 1.61725 -6.29706 -0.14512  0.235
H 1.44089 -5.36521 1.56285  0.224
H -5.01638 2.38651 -1.41091  0.275
H -7.35234 0.95426 -0.34091  0.256
H -8.69674 -1.68532 -0.10193  0.001
H -7.55262 -3.33920 1.05890  0.013
H -4.44996 -2.85911 0.82577  0.265

Summary:
Calculated total energy = -2416.74422 Ha
SMILES string = C#CCCCc1cc([C@@H](F)CC)c(CCCCl)c2c1C(=O)c1ccc([PH2]=S)cc1C2=O
Largest force on an atom = 9.86 eV/A
LUMO level = -0.0795 Ha
Frontier orbital gap = 0.247 Ha